This record from OMol25 describes 12 unconnected molecules or ions with the total composition C36H104N16O12. The level of theory is ωB97M-V/def2-TZVPD.

CARTESIAN COORDINATES (ANGSTROEM)
C 5.831 -1.405 -2.758
O 6.241 -2.676 -2.322
C 5.163 -3.598 -2.239
C 5.739 -4.885 -1.679
C 4.805 -6.087 -1.873
N 6.065 -4.736 -0.264
H 6.705 -0.766 -2.610
H 5.126 -0.973 -2.033
H 5.434 -1.348 -3.773
H 4.359 -3.231 -1.585
H 4.634 -3.715 -3.196
H 6.648 -5.255 -2.162
H 4.823 -6.487 -2.886
H 3.796 -5.757 -1.611
H 5.209 -6.870 -1.231
H 6.498 -3.828 -0.124
H 5.176 -4.631 0.224
C -1.937 1.314 -3.321
O -2.213 2.634 -2.963
C -1.941 2.961 -1.609
C -2.385 4.341 -1.256
C -3.772 4.655 -1.737
N -1.538 5.398 -1.969
H -0.937 1.232 -3.769
H -2.551 1.020 -4.178
H -2.087 0.600 -2.508
H -2.383 2.296 -0.856
H -0.847 2.966 -1.516
H -2.397 4.507 -0.175
H -4.163 5.574 -1.297
H -4.493 3.880 -1.448
H -3.794 4.800 -2.815
H -1.196 4.797 -2.717
H -0.747 5.542 -1.344
C -1.098 -2.275 -5.350
O -0.704 -2.400 -4.025
C -1.155 -3.565 -3.359
C -0.470 -3.542 -1.980
C 0.970 -4.055 -2.131
N -1.129 -4.509 -1.107
H -0.799 -1.277 -5.676
H -2.166 -2.417 -5.563
H -0.562 -3.046 -5.927
H -2.250 -3.614 -3.412
H -0.827 -4.495 -3.847
H -0.487 -2.546 -1.547
H 1.513 -4.184 -1.194
H 1.516 -3.287 -2.687
H 1.057 -5.005 -2.661
H -2.077 -4.159 -1.009
H -1.143 -5.394 -1.603
C -5.884 1.573 -2.841
O -6.008 0.349 -2.158
C -4.888 -0.507 -2.239
C -4.967 -1.487 -1.076
C -3.537 -1.955 -0.730
N -5.710 -2.685 -1.478
H -5.337 1.405 -3.781
H -5.108 2.168 -2.337
H -6.821 2.098 -2.976
H -4.849 -1.018 -3.212
H -4.001 0.139 -2.246
H -5.497 -0.996 -0.264
H -2.766 -1.242 -0.410
H -3.069 -2.387 -1.616
H -3.623 -2.562 0.175
H -5.327 -3.485 -0.971
H -5.316 -2.981 -2.375
C 6.103 -4.445 5.133
O 4.844 -4.367 4.481
C 4.913 -3.529 3.351
C 3.633 -3.664 2.550
C 3.167 -5.088 2.264
N 3.619 -2.814 1.317
H 6.919 -4.904 4.577
H 5.849 -4.992 6.043
H 6.389 -3.464 5.531
H 5.040 -2.476 3.634
H 5.760 -3.763 2.692
H 2.839 -3.097 3.053
H 2.192 -5.002 1.775
H 2.958 -5.604 3.197
H 3.859 -5.542 1.556
H 4.099 -1.936 1.457
H 2.679 -2.663 0.954
C -1.811 1.134 1.581
O -0.720 0.260 1.342
C -0.134 0.498 0.051
C 1.166 -0.283 0.056
C 1.783 -0.279 -1.368
N 1.011 -1.705 0.442
H -1.533 2.193 1.488
H -2.165 1.114 2.613
H -2.551 0.925 0.806
H -0.811 0.354 -0.800
H 0.150 1.538 -0.148
H 1.841 0.192 0.768
H 1.786 0.758 -1.718
H 1.236 -0.900 -2.079
H 2.830 -0.581 -1.418
H 0.578 -2.151 -0.355
H 0.369 -1.743 1.226
C 2.686 0.038 -5.251
O 3.253 1.286 -4.875
C 4.384 1.132 -4.022
C 4.938 2.527 -3.699
C 6.176 2.439 -2.811
N 3.933 3.330 -2.964
H 2.662 0.070 -6.343
H 1.664 -0.150 -4.915
H 3.301 -0.815 -4.958
H 4.157 0.582 -3.106
H 5.244 0.649 -4.497
H 5.369 2.969 -4.605
H 6.002 2.315 -1.744
H 6.682 3.411 -2.861
H 6.892 1.777 -3.306
H 4.335 4.260 -3.025
H 3.088 3.205 -3.515
C -5.863 -0.308 3.229
O -5.010 -0.660 4.303
C -4.298 0.464 4.759
C -3.138 0.041 5.670
C -3.622 -0.749 6.883
N -2.398 1.224 6.125
H -6.436 -1.179 2.906
H -5.281 -0.009 2.352
H -6.588 0.447 3.545
H -3.953 1.193 4.019
H -4.941 1.052 5.432
H -2.428 -0.610 5.154
H -4.599 -0.584 7.335
H -2.834 -0.817 7.634
H -3.664 -1.801 6.568
H -2.945 2.085 6.066
H -1.591 1.365 5.530
N 0.765 5.870 0.418
C 1.881 5.577 -0.341
N 1.952 4.263 -0.649
O 2.658 6.459 -0.689
H 0.704 6.808 0.770
H 0.312 5.112 0.901
H 2.680 3.832 -1.202
H 1.730 3.641 0.117
N -5.372 3.291 1.861
C -5.696 2.155 1.185
N -6.986 1.747 1.282
O -4.848 1.393 0.715
H -4.391 3.450 1.994
H -6.091 3.870 2.246
H -7.692 2.269 1.762
H -7.099 0.792 0.990
N 1.910 3.056 3.860
C 1.270 2.396 2.892
N 0.669 1.275 3.391
O 1.156 2.845 1.742
H 2.395 3.919 3.670
H 2.061 2.722 4.793
H 0.859 0.939 4.315
H 0.248 0.649 2.692
N -1.806 4.189 3.580
C -2.711 4.456 4.557
N -2.572 5.680 5.158
O -3.454 3.606 5.038
H -1.316 5.004 3.252
H -1.349 3.321 3.362
H -3.298 5.982 5.782
H -1.979 6.353 4.707

E_tot (Ha): -3212.9204
Energy relative to the best compared isomer or geometry (same formula, charge and spin) (kcal per mole): 56.35
HOMO-LUMO gap (eV): 8.25
SMILES: COC[C@H](C)N.COC[C@H](C)N.COC[C@H](C)N.COC[C@H](C)N.COC[C@H](C)N.COC[C@H](C)N.COC[C@H](C)N.COC[C@H](C)N.NC(N)=O.NC(N)=O.NC(N)=O.NC(N)=O

---

This record from OMol25 describes 12 unconnected molecules or ions with the total composition C36H105O45P9S3. The level of theory is ωB97M-V/def2-TZVPD.

CARTESIAN COORDINATES (ANGSTROEM)
C 1.437 -1.581 7.575
C 0.204 -1.565 6.808
O 0.220 -1.439 5.420
S 0.958 -2.623 4.603
C 2.682 -1.789 4.453
O 1.147 -3.762 5.441
O 0.309 -2.736 3.328
H 1.135 -1.643 8.620
H 2.053 -0.729 7.287
H 2.000 -2.501 7.416
H -0.247 -2.508 7.117
H -0.590 -0.919 7.182
H 2.629 -0.746 4.140
H 3.226 -2.451 3.780
H 3.121 -1.931 5.441
C 6.945 -3.043 0.653
C 5.716 -2.408 1.294
O 6.030 -1.038 1.467
S 4.991 -0.236 2.328
C 5.533 1.476 1.696
O 3.673 -0.536 1.817
O 5.192 -0.437 3.750
H 7.765 -3.244 1.342
H 7.187 -2.669 -0.342
H 6.620 -4.063 0.450
H 4.827 -2.366 0.664
H 5.394 -3.034 2.126
H 4.627 1.989 1.373
H 6.167 1.240 0.842
H 6.072 2.135 2.376
C 0.593 1.632 2.900
C -0.347 0.823 1.884
O 0.148 0.784 0.566
S -0.679 -0.114 -0.546
C -0.412 -1.803 0.270
O -2.085 0.282 -0.534
O 0.078 0.003 -1.789
H 1.639 1.369 2.741
H 0.331 1.511 3.952
H 0.314 2.651 2.633
H -0.349 -0.231 2.160
H -1.408 1.071 1.917
H -1.354 -2.005 0.780
H 0.414 -1.772 0.982
H -0.078 -2.516 -0.484
C -3.153 3.979 2.764
O -4.358 3.431 3.307
P -4.335 3.190 4.960
O -5.549 2.571 5.524
O -3.048 2.110 5.229
C -2.790 0.839 4.662
O -3.813 4.548 5.663
C -4.654 5.649 5.920
H -3.160 4.748 1.993
H -2.699 3.106 2.294
H -2.398 4.295 3.484
H -3.585 0.606 3.954
H -2.895 0.080 5.437
H -1.787 0.776 4.238
H -4.700 5.910 6.978
H -5.645 5.576 5.472
H -4.116 6.476 5.458
C -0.610 6.330 -1.948
O -1.496 5.298 -1.874
P -0.935 3.871 -1.256
O -0.708 3.966 0.184
O 0.334 3.540 -2.266
C 1.561 3.231 -1.690
O -1.924 2.733 -1.702
C -3.235 3.010 -2.305
H -0.976 7.155 -1.336
H -0.637 6.636 -2.994
H 0.445 6.156 -1.739
H 1.634 3.139 -0.606
H 2.173 4.131 -1.751
H 2.027 2.474 -2.320
H -3.158 2.716 -3.351
H -3.508 4.065 -2.344
H -4.028 2.446 -1.814
C -3.534 8.753 2.103
O -2.850 8.092 3.272
P -1.235 8.043 3.450
O -0.441 9.296 3.150
O -1.018 7.456 4.976
C -1.312 8.242 6.041
O -0.966 6.767 2.495
C 0.335 6.438 2.195
H -4.195 9.568 2.396
H -4.314 8.090 1.729
H -2.787 9.185 1.438
H -1.612 7.707 6.942
H -2.060 9.024 5.907
H -0.409 8.823 6.229
H 0.220 6.437 1.111
H 0.672 5.446 2.496
H 1.136 7.165 2.325
C -3.777 -0.747 -2.822
O -4.750 -1.201 -3.815
P -5.139 -0.219 -5.030
O -5.599 -1.078 -6.190
O -6.235 0.732 -4.376
C -7.613 0.386 -4.322
O -3.901 0.757 -5.425
C -4.148 1.825 -6.391
H -3.315 -1.668 -2.469
H -4.460 -0.422 -2.037
H -3.111 0.108 -2.940
H -7.700 0.191 -5.391
H -8.377 1.104 -4.024
H -7.744 -0.617 -3.916
H -3.737 2.711 -5.907
H -5.203 1.886 -6.659
H -3.671 1.594 -7.343
C 0.555 -5.339 0.934
O 1.858 -6.027 0.869
P 3.111 -4.987 1.153
O 2.898 -3.583 0.639
O 4.493 -5.744 0.716
C 4.543 -6.359 -0.546
O 3.219 -5.138 2.754
C 3.158 -6.314 3.501
H 0.403 -4.965 1.946
H -0.136 -6.146 0.690
H 0.397 -4.511 0.243
H 5.523 -6.428 -1.018
H 3.896 -5.784 -1.208
H 4.126 -7.353 -0.381
H 3.441 -6.103 4.532
H 3.772 -7.061 2.998
H 2.161 -6.716 3.321
C 1.133 -4.805 -3.140
O -0.139 -4.839 -3.757
P -1.586 -4.859 -2.896
O -1.672 -3.836 -1.805
O -1.841 -6.394 -2.365
C -1.574 -7.452 -3.231
O -2.664 -4.760 -4.088
C -2.905 -3.648 -4.884
H 1.963 -4.297 -3.632
H 1.494 -5.812 -2.927
H 1.081 -4.249 -2.204
H -0.922 -7.068 -4.015
H -2.486 -7.755 -3.746
H -1.338 -8.451 -2.866
H -2.752 -3.880 -5.938
H -2.168 -2.872 -4.678
H -3.920 -3.377 -4.594
C -4.470 -3.470 -0.302
O -4.009 -2.269 0.330
P -4.740 -1.763 1.718
O -6.205 -1.405 1.858
O -4.146 -2.754 2.913
C -2.882 -3.297 2.927
O -3.926 -0.401 2.002
C -4.341 0.774 1.373
H -3.615 -4.124 -0.473
H -4.691 -3.349 -1.362
H -5.209 -3.930 0.355
H -2.556 -3.287 3.967
H -2.165 -2.772 2.295
H -2.966 -4.312 2.540
H -4.930 1.436 2.008
H -4.951 0.641 0.479
H -3.504 1.460 1.243
C 3.465 -1.053 -5.207
O 2.331 -1.943 -5.475
P 1.170 -1.667 -6.589
O 1.670 -0.786 -7.626
O 0.772 -3.188 -7.078
C 1.730 -4.236 -7.075
O -0.161 -1.144 -5.698
C -0.096 -0.587 -4.454
H 3.191 -0.002 -5.105
H 4.168 -1.100 -6.039
H 3.949 -1.234 -4.247
H 2.517 -3.890 -7.745
H 1.367 -5.180 -7.483
H 2.273 -4.275 -6.131
H -0.751 0.269 -4.290
H 0.956 -0.427 -4.217
H -0.430 -1.474 -3.917
C 6.576 3.321 -1.264
O 5.432 2.459 -1.507
P 5.637 1.122 -2.405
O 6.617 0.166 -1.863
O 4.077 0.478 -2.515
C 3.516 -0.028 -1.356
O 5.960 1.568 -3.953
C 7.319 1.747 -4.363
H 7.533 3.167 -1.763
H 6.770 3.326 -0.191
H 6.133 4.245 -1.633
H 3.676 0.670 -0.534
H 4.158 -0.817 -0.962
H 2.525 -0.461 -1.489
H 7.362 2.836 -4.391
H 7.477 1.290 -5.340
H 8.042 1.371 -3.639

E_tot (Ha): -9087.6774
HOMO-LUMO gap (eV): 10.14
SMILES: CCOS(C)(=O)=O.CCOS(C)(=O)=O.CCOS(C)(=O)=O.COP(=O)(OC)OC.COP(=O)(OC)OC.COP(=O)(OC)OC.COP(=O)(OC)OC.COP(=O)(OC)OC.COP(=O)(OC)OC.COP(=O)(OC)OC.COP(=O)(OC)OC.COP(=O)(OC)OC